ORCA calculation (wB97M-V/def2-TZVPD) on a 2-piece molecular cluster, CH3IOS2 overall at a distorted geometry.

Geometry (Å):
C (1.26977, -0.24565, 0.03204)
O (-0.52704, 1.73784, -0.71467)
S (-2.50918, -1.52940, 0.56096)
S (0.42788, 0.77391, -1.34493)
I (-2.88013, 0.71720, 0.42734)
H (2.23687, 0.24431, 0.39990)
H (0.71812, -0.43896, 1.03192)
H (1.26372, -1.25925, -0.39256)

Cartesian forces (eV/Å) of the 2 atoms listed first:
-0.60 0.43 1.49
0.71 0.26 -0.37

Properties
Frontier orbital gap (spin up / spin down) in eV: 8.50 / 6.07
<S²>: 2.0099
Spin multiplicity: 3
ΔE to the lowest compared entry with this formula, charge and spin in eV: 0.325